[1]
Formula: C19H24N2O2S
Source: the OMol25 dataset
Level of theory: the ωB97M-V functional and the def2-TZVPD basis

```
48
Properties=species:S:1:pos:R:3:forces:R:3
C -7.66689 -1.91096 0.38317 0.601 0.103 -0.119
H -7.73095 -1.44761 1.36346 -0.125 0.033 0.043
H -8.12686 -1.28934 -0.37949 -0.131 0.034 0.016
H -8.14670 -2.88455 0.40415 -0.037 -0.041 0.005
S -5.93169 -2.23124 -0.04240 -0.157 -0.080 0.028
C -5.19946 -0.62216 -0.10580 -0.341 -0.216 0.056
C -3.85174 -0.57920 -0.45393 -0.039 0.086 0.004
C -3.18139 0.62714 -0.53668 -0.102 -0.109 -0.021
C -3.86863 1.80572 -0.26106 -0.043 0.017 -0.012
C -5.20251 1.76165 0.09213 0.062 0.112 -0.031
C -5.87806 0.55403 0.17094 -0.028 -0.096 0.006
H -6.91979 0.54837 0.44848 -0.091 -0.037 0.026
H -5.73448 2.67630 0.30994 -0.029 0.093 0.011
H -3.33978 2.74387 -0.31583 0.063 0.113 0.017
C -1.72825 0.68048 -0.92776 0.081 0.072 -0.004
N -1.00130 1.59170 -0.06194 -0.089 0.078 -0.128
C 0.29406 1.99756 -0.56121 0.195 -0.206 -0.180
C 1.38114 0.91418 -0.44678 0.170 0.356 0.174
C 1.48607 0.47337 1.01452 -0.169 -0.278 -0.197
C 0.11994 0.02846 1.53022 0.003 0.275 -0.015
C -0.90870 1.14453 1.31604 -0.023 -0.212 0.192
H -1.89980 0.81648 1.63657 0.036 0.087 0.079
H -0.62416 2.01328 1.91844 -0.036 -0.024 0.083
H -0.19956 -0.87263 1.00158 -0.009 -0.087 0.028
H 0.17774 -0.21311 2.59230 -0.043 -0.074 0.026
H 2.20888 -0.33983 1.11532 0.053 0.068 0.037
H 1.84827 1.31301 1.61216 0.082 0.074 0.046
H 1.09141 0.05324 -1.06182 -0.023 -0.026 -0.016
C 2.71626 1.46018 -0.96367 -0.324 0.069 0.018
N 3.78001 0.49193 -0.87134 -0.091 -0.175 -0.210
C 4.78620 0.60354 0.02804 -0.206 -0.119 -0.356
O 4.93938 1.56510 0.75725 0.159 -0.006 0.190
C 5.70979 -0.54448 0.03732 0.955 0.147 0.865
C 6.84105 -0.74676 0.78368 -0.773 0.320 -0.398
C 7.34172 -2.01184 0.40730 -0.280 -0.311 -0.403
C 6.48293 -2.48816 -0.53640 0.684 -0.249 0.377
O 5.49341 -1.61408 -0.76929 -0.409 0.180 -0.213
H 6.46890 -3.40318 -1.09563 -0.091 -0.076 -0.116
H 8.21666 -2.49904 0.78535 0.164 -0.161 0.027
H 7.24622 -0.06631 1.50308 0.021 0.201 0.138
H 3.69468 -0.36196 -1.40007 0.108 0.029 0.064
H 3.02873 2.31497 -0.35883 -0.075 -0.004 -0.118
H 2.60840 1.78120 -2.00573 0.024 0.058 0.086
H 0.18322 2.31294 -1.60234 0.019 0.067 0.004
H 0.60846 2.86811 0.02434 0.094 0.049 -0.038
H -1.31773 -0.34221 -0.93786 -0.039 0.040 -0.070
H -1.65796 1.07454 -1.94799 0.073 -0.083 0.032
H -3.33941 -1.50797 -0.66039 0.158 -0.093 -0.033
```
Positions in Å, forces in eV/Å.

Calculated values
HOMO level (Ha): -0.2935
Largest force on an atom (eV Å⁻¹): 1.3
Total energy (hartree): -1396.58837
Energy relative to the best compared isomer or geometry (same formula, charge and spin) (kJ/mol): 119.5
Gap between HOMO and LUMO (eV): 8.673
Molecular weight (g mol⁻¹): 344.48
SMILES string: CSc1cccc(CN2CCC[C@H](CNC(=O)c3ccco3)C2)c1

=====

[2]
Formula: C4H7NO2
Source: the OMol25 dataset
Level of theory: the ωB97M-V functional and the def2-TZVPD basis

```
14
Properties=species:S:1:pos:R:3:forces:R:3
C -1.31991 -1.45224 -0.01187 -0.039 -0.015 -0.035
C -0.30224 -0.39988 0.33503 -0.058 -0.129 0.136
N -0.60111 0.97061 -0.00850 -0.070 -0.150 -0.112
O -0.17463 1.86159 1.01087 -0.027 0.290 0.094
C 0.51439 0.31431 -0.69944 0.144 -0.076 -0.214
C 1.94894 0.53063 -0.35844 0.150 -0.120 -0.169
O 2.83220 0.10635 -1.06807 -0.305 0.266 0.262
H -1.92407 -1.11998 -0.86087 0.105 -0.063 0.092
H -0.83381 -2.39702 -0.27507 -0.052 0.128 0.056
H -1.98716 -1.62967 0.83744 0.072 0.015 -0.121
H -0.86637 2.53592 0.97416 0.216 -0.080 0.060
H 0.33566 0.12790 -1.75602 0.005 -0.019 0.157
H 2.16925 1.05852 0.58811 -0.055 -0.071 -0.083
H 0.20887 -0.50703 1.29266 -0.085 0.022 -0.124
```
Positions in Å, forces in eV/Å.

Calculated values
HOMO level (Ha): -0.3591
Largest force on an atom (eV Å⁻¹): 0.5
Total energy (hartree): -361.74791
Energy relative to the best compared isomer or geometry (same formula, charge and spin) (kJ/mol): 349.0
Gap between HOMO and LUMO (eV): 10.677
Molecular weight (g mol⁻¹): 101.10
SMILES string: C[C@H]1[C@H](C=O)N1O

=====

[3]
Formula: C11H17Cl2F3O2Zr
Source: the OMol25 dataset
Level of theory: the ωB97M-V functional and the def2-TZVPD basis

```
36
Properties=species:S:1:pos:R:3:forces:R:3
C -0.88874 -0.59405 -1.22037 0.300 1.181 0.396
C 0.04317 0.22888 -1.89934 -0.865 0.307 1.276
C 0.16890 1.45320 -1.18539 -1.124 -0.829 0.308
C 0.70025 -0.08721 -3.17946 0.522 -0.324 -0.331
C -0.71548 1.42488 -0.08023 0.051 -1.235 -1.029
C -1.39886 0.14930 -0.08621 1.256 0.386 -0.385
C -2.69044 -0.12008 0.59817 -0.479 -0.316 -0.032
C -1.42892 -1.87690 -1.72351 -0.080 -0.574 -0.128
C 1.04204 2.58372 -1.57040 0.402 0.085 -0.087
C -1.00884 2.55796 0.82324 0.222 0.267 0.434
Zr 0.53016 -1.00987 1.28485 3.782 1.403 -0.725
Cl 2.82088 -0.41624 -0.24709 -0.621 -0.066 0.165
Cl 0.96154 -3.34505 0.68169 -0.342 -0.800 -0.467
O 1.01018 0.47947 2.49646 -0.887 0.785 0.668
H 0.77401 -1.17400 -3.31753 0.089 0.200 -0.051
H 1.71426 0.33036 -3.21595 -0.096 -0.141 -0.016
H 0.13394 0.32022 -4.02917 0.036 -0.016 -0.044
H 2.04752 2.22123 -1.82039 -0.067 0.114 0.072
H 1.13013 3.29779 -0.74877 0.086 0.042 -0.067
H 0.64162 3.11528 -2.44391 0.071 0.084 -0.012
H -0.08156 3.08042 1.10197 -0.255 -0.083 0.080
H -1.49082 2.20968 1.74247 0.117 0.125 -0.032
H -1.67552 3.28539 0.34490 -0.050 0.099 0.036
H -2.79647 0.49205 1.49625 -0.028 -0.133 0.048
H -2.77040 -1.17458 0.89310 -0.134 0.270 0.031
H -3.54396 0.11002 -0.06608 0.055 -0.005 0.118
H -0.62118 -2.51284 -2.11143 -0.228 0.002 0.087
H -2.15375 -1.71657 -2.53585 -0.026 -0.080 0.002
H -1.93401 -2.43681 -0.92594 0.103 0.018 -0.178
H 0.67816 0.59215 3.40419 0.380 -0.269 -0.701
O -0.85552 -1.63409 2.44430 -1.582 -1.153 1.195
H -1.22772 -2.50243 2.67358 0.481 0.684 -0.282
F 3.79752 -0.71662 2.96474 1.211 0.148 0.752
C 2.93364 -1.74731 2.88754 -4.323 1.010 -3.204
F 3.60212 -2.81518 2.40693 1.320 -0.756 0.512
F 2.55215 -2.05220 4.16266 0.702 -0.428 1.591
```
Positions in Å, forces in eV/Å.

Calculated values
HOMO level (Ha): 0.0005
Largest force on an atom (eV Å⁻¹): 5.5
Total energy (hartree): -1847.04892
Total charge: -2
Gap between HOMO and LUMO (eV): 5.378
Molecular weight (g mol⁻¹): 400.38